(1)
{"formula": "C28H20CsF10N5O2", "method": "the ωB97M-V functional and the def2-TZVPD basis", "total_energy_ha": -2522.025586, "homo_ev": -1.36, "mol_weight_g_mol": 781.386, "total_charge": -2, "relative_energy_kj_mol": 88.4, "species": ["Cs", "C", "N", "C", "C", "N", "C", "C", "F", "C", "F", "C", "F", "C", "F", "C", "F", "C", "C", "N", "C", "C", "F", "C", "F", "C", "F", "C", "F", "C", "F", "H", "H", "H", "H", "H", "H", "H", "H", "H", "H", "H", "O", "C", "O", "C", "C", "C", "C", "C", "N", "H", "H", "H", "H", "C", "C", "C", "N", "C", "C", "H", "H", "H", "H", "H"], "positions_angstrom": [[0.637, 0.110, 0.075], [-3.120, -0.489, -2.618], [-1.859, -1.198, -2.606], [-2.006, -2.563, -2.113], [-0.733, -3.111, -1.462], [-0.822, -2.872, -0.043], [0.118, -3.256, 0.781], [1.400, -3.852, 0.522], [1.801, -4.063, -0.760], [2.272, -4.249, 1.513], [3.449, -4.808, 1.178], [1.973, -4.088, 2.853], [2.842, -4.473, 3.821], [0.755, -3.501, 3.172], [0.428, -3.339, 4.469], [-0.118, -3.109, 2.192], [-1.298, -2.583, 2.575], [-1.244, -1.232, -3.924], [-0.882, 0.127, -4.529], [0.003, 0.947, -3.747], [1.280, 0.680, -3.656], [2.112, 1.602, -2.925], [1.542, 2.745, -2.489], [3.442, 1.417, -2.654], [4.119, 2.340, -1.949], [4.123, 0.307, -3.142], [5.435, 0.103, -2.868], [3.410, -0.573, -3.934], [4.053, -1.629, -4.469], [2.070, -0.391, -4.203], [1.507, -1.293, -5.059], [-3.822, -0.892, -3.375], [-2.949, 0.567, -2.833], [-3.585, -0.565, -1.635], [-2.340, -3.231, -2.932], [-2.768, -2.576, -1.333], [0.142, -2.632, -1.924], [-0.660, -4.189, -1.682], [-1.919, -1.748, -4.642], [-0.339, -1.833, -3.848], [-1.803, 0.705, -4.668], [-0.494, -0.085, -5.537], [2.813, 2.905, 2.958], [2.011, 2.388, 2.168], [1.920, 1.191, 1.802], [0.960, 3.370, 1.599], [1.247, 4.735, 1.607], [0.265, 5.632, 1.237], [-0.988, 5.143, 0.882], [-1.176, 3.772, 0.885], [-0.228, 2.901, 1.220], [2.232, 5.050, 1.921], [0.461, 6.698, 1.233], [-1.794, 5.809, 0.603], [-2.131, 3.340, 0.602], [-1.837, 0.774, 5.871], [-0.778, 0.558, 5.006], [-0.990, 0.713, 3.642], [-2.166, 1.058, 3.124], [-3.176, 1.261, 3.963], [-3.067, 1.135, 5.340], [-1.711, 0.660, 6.941], [0.200, 0.274, 5.370], [-0.175, 0.557, 2.944], [-4.123, 1.540, 3.509], [-3.924, 1.309, 5.978]], "atomic_forces_ev_per_a": [[-1.42, -1.40, -2.20], [0.17, 0.02, 0.02], [-0.11, -0.07, -0.02], [0.10, -0.06, 0.03], [-0.02, -0.06, 0.07], [-0.29, 0.32, 0.07], [0.28, -0.36, 0.10], [-0.23, 0.13, 0.07], [0.03, -0.03, -0.09], [-0.09, 0.04, 0.22], [0.14, -0.07, -0.08], [0.02, -0.02, -0.06], [0.03, 0.00, 0.04], [0.08, -0.05, -0.12], [-0.04, 0.02, 0.15], [0.11, 0.05, -0.11], [-0.11, 0.07, 0.11], [0.09, 0.12, -0.02], [0.17, -0.06, 0.09], [-0.24, 0.26, 0.07], [0.27, -0.15, -0.11], [-0.05, -0.11, 0.04], [-0.05, 0.05, 0.17], [0.03, -0.09, -0.16], [0.06, 0.09, 0.09], [-0.07, -0.06, -0.09], [0.06, 0.01, 0.02], [0.09, 0.16, 0.12], [0.04, -0.13, -0.06], [-0.13, 0.18, 0.08], [0.01, -0.07, -0.04], [-0.04, 0.01, 0.01], [-0.03, -0.01, -0.02], [-0.02, 0.00, 0.00], [-0.03, 0.04, -0.02], [-0.03, -0.01, -0.02], [-0.01, -0.04, -0.11], [0.06, 0.03, -0.06], [-0.03, -0.04, 0.03], [-0.04, -0.03, -0.03], [-0.03, -0.05, -0.09], [-0.08, 0.00, -0.03], [0.00, -0.06, -0.12], [0.20, 0.35, 0.31], [1.01, 1.02, 1.58], [0.01, 0.12, 0.26], [-0.01, 0.09, -0.04], [-0.03, -0.07, -0.03], [0.05, -0.01, 0.01], [-0.09, 0.01, -0.11], [0.25, -0.10, 0.06], [-0.02, -0.03, 0.04], [0.01, 0.00, -0.01], [-0.02, -0.02, -0.02], [0.00, 0.03, 0.01], [-0.02, 0.00, -0.01], [0.02, 0.00, 0.02], [-0.05, -0.03, -0.01], [-0.05, 0.00, -0.07], [0.02, -0.01, 0.03], [0.00, -0.01, 0.02], [0.02, 0.00, 0.00], [0.01, -0.01, -0.03], [0.03, 0.07, 0.05], [0.00, -0.01, 0.03], [-0.01, 0.01, -0.02]]}

(2)
{"formula": "F2H2NOP", "method": "the ωB97M-V functional and the def2-TZVPD basis", "total_energy_ha": -672.285859, "homo_ev": -11.60, "mol_weight_g_mol": 100.992, "total_charge": 0, "relative_energy_kj_mol": 336.5, "species": ["N", "O", "F", "F", "P", "H", "H"], "positions_angstrom": [[1.019, 0.534, -0.849], [-1.089, -1.067, -0.207], [0.552, -0.778, 1.529], [-1.088, 1.155, 1.582], [0.057, -0.085, 0.206], [1.785, 0.940, -0.396], [-1.117, -1.531, 0.603]], "atomic_forces_ev_per_a": [[-3.22, -1.99, 0.88], [0.90, 1.56, -1.68], [0.34, 0.22, -0.81], [2.18, -2.28, -3.04], [-0.57, 3.20, 2.29], [1.60, 1.09, 0.67], [-1.24, -1.81, 1.69]]}

(3)
{"formula": "C16H29LiO3P", "method": "the ωB97M-V functional and the def2-TZVPD basis", "total_energy_ha": -1201.536645, "homo_ev": -12.48, "mol_weight_g_mol": 307.320, "total_charge": 1, "species": ["Li", "C", "C", "C", "C", "C", "C", "C", "C", "C", "C", "H", "H", "H", "H", "H", "H", "H", "H", "H", "H", "H", "H", "H", "H", "C", "C", "O", "P", "O", "C", "C", "O", "C", "C", "H", "H", "H", "H", "H", "H", "H", "H", "H", "H", "H", "H", "H", "H", "H"], "positions_angstrom": [[11.308, 8.148, 7.757], [14.529, 10.581, 5.956], [13.312, 11.147, 6.732], [13.487, 12.598, 7.229], [12.831, 10.241, 7.795], [11.608, 10.543, 8.447], [11.206, 9.832, 9.565], [11.942, 8.675, 10.010], [11.459, 7.637, 11.043], [13.096, 8.313, 9.283], [13.530, 9.100, 8.202], [14.665, 11.181, 5.032], [14.313, 9.593, 5.653], [15.407, 10.662, 6.550], [12.499, 11.174, 5.938], [14.344, 12.468, 7.968], [12.653, 13.075, 7.747], [13.805, 13.299, 6.393], [10.996, 11.342, 8.055], [10.314, 10.078, 10.108], [10.447, 7.228, 10.849], [11.299, 8.081, 12.046], [12.250, 6.871, 11.158], [13.604, 7.389, 9.549], [14.462, 8.804, 7.680], [5.950, 9.468, 10.228], [6.324, 9.355, 8.757], [7.805, 9.098, 8.593], [8.624, 7.760, 8.749], [9.497, 7.824, 7.256], [8.845, 8.271, 6.027], [9.340, 9.685, 5.702], [7.324, 6.788, 8.426], [7.269, 5.343, 8.549], [7.262, 4.656, 7.170], [4.926, 9.814, 10.364], [6.646, 10.153, 10.703], [5.962, 8.530, 10.765], [6.276, 10.309, 8.235], [5.740, 8.589, 8.172], [7.691, 8.192, 6.141], [9.237, 7.597, 5.279], [9.007, 10.419, 6.440], [9.090, 10.014, 4.688], [10.425, 9.660, 5.662], [6.369, 5.044, 9.047], [8.210, 5.043, 9.068], [6.421, 4.905, 6.532], [7.278, 3.592, 7.318], [8.115, 4.928, 6.613]], "atomic_forces_ev_per_a": [[0.02, 0.31, 0.05], [-1.10, 2.26, -0.31], [-1.15, 0.48, -2.62], [2.22, -0.08, 0.07], [-0.62, -0.59, 0.90], [0.67, -0.35, 0.24], [0.80, -1.59, 0.46], [-0.29, -0.61, -0.65], [-0.04, 0.99, 0.81], [-0.89, 0.58, -0.04], [0.71, -0.21, -0.07], [0.05, -0.28, 0.58], [0.04, -1.22, -0.29], [0.95, -0.20, 0.42], [0.50, -0.03, 0.83], [-0.88, 0.87, -0.72], [-0.10, -0.44, -0.09], [-0.27, -1.00, 1.01], [-0.02, 0.20, 0.13], [-0.40, 0.20, 0.00], [0.82, -0.03, -0.44], [0.41, 0.07, -0.40], [-0.76, 0.21, -0.11], [0.12, 0.23, -0.07], [-0.73, 0.29, 0.42], [0.06, -0.04, -0.40], [0.50, -0.61, -0.66], [-1.04, 0.85, 0.37], [-1.11, -1.37, -1.15], [-0.68, -0.02, 0.91], [-1.06, 0.58, 0.26], [-0.23, -0.28, -0.11], [0.38, 0.00, -0.01], [1.68, 0.00, -1.24], [-0.52, 0.57, 0.76], [0.05, 0.34, -0.28], [-0.09, 0.16, 0.18], [0.34, -0.45, -0.08], [-0.40, 0.02, 0.18], [0.78, 0.72, 0.78], [2.08, 0.05, -0.26], [-0.43, -0.31, -0.31], [0.05, -0.11, -0.16], [-0.46, -0.15, 0.23], [0.38, 0.06, 0.31], [-0.25, 0.25, 0.77], [-0.91, -0.15, 0.05], [-0.41, 0.13, 0.28], [-0.03, -0.55, 0.07], [1.26, 0.27, -0.58]]}